2 unconnected molecules or ions with the total composition C4H13N2O at a distorted geometry. Source: the Open Molecules 2025 dataset; level of theory: ωB97M-V/def2-TZVPD.

Properties
* F_max: 4.26 eV/A
* total energy: -9379.9063 eV
* frontier orbital gap: 9.818 eV

ORCA input file:
```
! RIJCOSX wB97M-V def2-TZVPD def2/J DEFGRID3
* xyz 1 1
C 1.814 1.493 -0.833
C 2.284 -2.012 0.515
C -3.224 0.857 -0.265
C 1.437 0.181 -0.236
N 2.465 -0.642 -0.010
N -2.704 -0.098 0.767
O 0.239 -0.122 -0.020
H 2.861 1.443 -1.111
H 1.611 2.306 -0.118
H 1.319 1.557 -1.772
H 1.254 -2.436 0.399
H 3.047 -2.728 0.203
H 2.230 -2.044 1.634
H -2.664 1.019 -1.223
H -4.240 0.625 -0.636
H -3.269 1.890 0.253
H 3.285 -0.296 -0.338
H -3.460 -0.033 1.466
H -2.613 -1.018 0.246
H -1.669 0.059 1.078
*
```